Here is 2 unconnected molecules or ions with the total composition CHN3O2P at a distorted geometry from the OMol25 dataset. Energies are from the ωB97M-V functional and the def2-TZVPD basis.

Structure (ORCA input):
```
! RIJCOSX wB97M-V def2-TZVPD def2/J DEFGRID3
* xyz -1 1
C -0.695 -0.799 -3.447
N 0.120 -0.708 -4.239
N 1.433 -0.141 -0.457
N 0.425 -0.600 -0.446
O -1.353 -2.794 -1.756
O -3.262 -1.551 -2.937
P -2.055 -1.084 -2.186
H -2.177 -3.082 -1.149
*
```

Properties
Gap between HOMO and LUMO (eV): 8.45
Energy relative to the best compared isomer or geometry (same formula, charge and spin) (kcal/mol): 12.2
Highest occupied orbital energy (eV): -3.985
F_max (eV Å⁻¹): 3.658
E (hartree): -694.92172
Lowest unoccupied orbital energy (eV): 4.466

---

Here is 2 unconnected molecules or ions with the total composition CHNO at a distorted geometry from the OMol25 dataset. Energies are from the ωB97M-V functional and the def2-TZVPD basis.

Structure (ORCA input):
```
! RIJCOSX wB97M-V def2-TZVPD def2/J DEFGRID3
* xyz 0 1
C -0.016 0.198 0.054
N 0.990 0.939 0.056
O 0.969 -0.627 -0.068
H -1.943 -0.510 -0.042
*
```

Properties
Gap between HOMO and LUMO (spin up / spin down) (eV): 7.98 / 7.15
Energy relative to the best compared isomer or geometry (same formula, charge and spin) (kcal/mol): 193.5
Highest occupied orbital energy (spin up / spin down) (eV): -9.944 / -9.890
F_max (eV Å⁻¹): 3.326
E (hartree): -168.39769
Lowest unoccupied orbital energy (spin up / spin down) (eV): -1.964 / -2.737

---

Here is 2 unconnected molecules or ions with the total composition CHNO2P at a distorted geometry from the OMol25 dataset. Energies are from the ωB97M-V functional and the def2-TZVPD basis.

Structure (ORCA input):
```
! RIJCOSX wB97M-V def2-TZVPD def2/J DEFGRID3
* xyz -1 1
C -1.600 -0.711 0.204
N -2.040 -1.787 0.076
O 3.048 -0.332 -0.249
O -1.020 1.650 -0.718
P -0.839 0.945 0.530
H 2.450 0.235 0.157
*
```

Properties
Gap between HOMO and LUMO (spin up / spin down) (eV): 8.68 / 3.78
Energy relative to the best compared isomer or geometry (same formula, charge and spin) (kcal/mol): 85.8
Highest occupied orbital energy (spin up / spin down) (eV): -5.702 / -2.302
F_max (eV Å⁻¹): 3.240
E (hartree): -585.25136
Lowest unoccupied orbital energy (spin up / spin down) (eV): 2.974 / 1.474

---

Here is a single CHNO2S molecule at a distorted geometry from the OMol25 dataset. Energies are from the ωB97M-V functional and the def2-TZVPD basis.

Structure (ORCA input):
```
! RIJCOSX wB97M-V def2-TZVPD def2/J DEFGRID3
* xyz 0 1
C -0.092 0.443 -0.484
N 0.922 0.289 0.263
O -0.632 0.988 -2.014
O -1.211 -1.580 0.863
S -0.817 -0.192 0.989
H 1.830 0.052 0.382
*
```

Properties
Gap between HOMO and LUMO (eV): 8.31
Energy relative to the best compared isomer or geometry (same formula, charge and spin) (kcal/mol): 122.4
Highest occupied orbital energy (eV): -9.608
F_max (eV Å⁻¹): 9.122
E (hartree): -641.89558
Lowest unoccupied orbital energy (eV): -1.294

---

Here is a single CHNO3 molecule at a distorted geometry from the OMol25 dataset. Energies are from the ωB97M-V functional and the def2-TZVPD basis.

Structure (ORCA input):
```
! RIJCOSX wB97M-V def2-TZVPD def2/J DEFGRID3
* xyz 0 1
O -2.003 0.712 0.058
C -1.119 -0.031 -0.048
O -0.562 -1.151 0.150
N 0.282 -0.115 -0.619
O 1.244 0.447 0.229
H 2.160 0.137 0.229
*
```

Properties
Gap between HOMO and LUMO (eV): 11.28
Energy relative to the best compared isomer or geometry (same formula, charge and spin) (kcal/mol): 52.9
Highest occupied orbital energy (eV): -10.694
SMILES: O=C1ON1O
F_max (eV Å⁻¹): 3.111
E (hartree): -319.03528
Lowest unoccupied orbital energy (eV): 0.587

---

Here is a molecular structure, CHNO3P at a distorted geometry from the OMol25 dataset. Energies are from the ωB97M-V functional and the def2-TZVPD basis.

Structure (ORCA input):
```
! RIJCOSX wB97M-V def2-TZVPD def2/J DEFGRID3
* xyz -1 1
C 1.837 0.071 -0.137
N -2.102 0.587 -0.279
O 1.935 0.839 0.718
O 2.142 -0.630 -0.986
O -0.314 -1.113 0.720
P -0.595 0.019 -0.250
H -2.904 0.228 0.214
*
```

Properties
Gap between HOMO and LUMO (eV): 8.16
Energy relative to the best compared isomer or geometry (same formula, charge and spin) (kcal/mol): 18.4
Highest occupied orbital energy (eV): -4.242
F_max (eV Å⁻¹): 3.895
E (hartree): -660.63177
Lowest unoccupied orbital energy (eV): 3.918

---

Here is a molecular structure, CHNO5S at a distorted geometry from the OMol25 dataset. Energies are from the ωB97M-V functional and the def2-TZVPD basis.

Structure (ORCA input):
```
! RIJCOSX wB97M-V def2-TZVPD def2/J DEFGRID3
* xyz 0 1
C 2.608 -0.090 -0.398
N 2.442 0.792 0.670
O 3.441 -0.100 -1.228
O 1.872 -1.391 -0.100
O 2.399 1.986 0.703
O -0.557 -1.087 -0.341
O 0.876 0.117 1.326
S 0.584 -1.230 0.838
H -0.555 -1.492 -1.242
*
```

Properties
Gap between HOMO and LUMO (eV): 8.40
Energy relative to the best compared isomer or geometry (same formula, charge and spin) (kcal/mol): 55.7
Highest occupied orbital energy (eV): -9.184
F_max (eV Å⁻¹): 2.992
E (hartree): -867.67576
Lowest unoccupied orbital energy (eV): -0.789

---

Here is a molecular structure, CHNO5S2 at a distorted geometry from the OMol25 dataset. Energies are from the ωB97M-V functional and the def2-TZVPD basis.

Structure (ORCA input):
```
! RIJCOSX wB97M-V def2-TZVPD def2/J DEFGRID3
* xyz -2 1
C -0.059 1.414 0.016
N 0.625 0.286 -0.211
O 2.293 -2.008 -0.482
O -1.834 1.354 2.217
O 2.121 -0.788 -2.469
O -1.399 -0.758 1.151
O -2.643 0.978 -0.047
S 2.478 -0.702 -1.080
S -1.541 0.692 0.915
H -0.042 -0.468 -0.010
*
```

Properties
Gap between HOMO and LUMO (eV): 5.68
Energy relative to the best compared isomer or geometry (same formula, charge and spin) (kcal/mol): 55.6
Highest occupied orbital energy (eV): -0.181
F_max (eV Å⁻¹): 3.850
E (hartree): -1265.97446
Lowest unoccupied orbital energy (eV): 5.504

---

Here is 2 unconnected molecules or ions with the total composition CHNO6S at a distorted geometry from the OMol25 dataset. Energies are from the ωB97M-V functional and the def2-TZVPD basis.

Structure (ORCA input):
```
! RIJCOSX wB97M-V def2-TZVPD def2/J DEFGRID3
* xyz -2 1
C -0.177 1.643 0.125
N 0.351 0.685 1.068
O -0.946 1.168 -0.755
O 2.196 -0.768 -1.226
O 0.102 2.829 0.335
O 3.405 1.204 -0.365
O 3.212 -0.817 1.016
O -0.279 -0.527 0.836
S 2.593 0.016 -0.041
H -0.725 -0.322 -0.059
*
```

Properties
Gap between HOMO and LUMO (spin up / spin down) (eV): 6.52 / 7.14
Energy relative to the best compared isomer or geometry (same formula, charge and spin) (kcal/mol): 21.7
Highest occupied orbital energy (spin up / spin down) (eV): 0.104 / -0.711
F_max (eV Å⁻¹): 1.623
E (hartree): -943.03230
Lowest unoccupied orbital energy (spin up / spin down) (eV): 6.626 / 6.426

---

Here is a single CHNOS molecule at a distorted geometry from the OMol25 dataset. Energies are from the ωB97M-V functional and the def2-TZVPD basis.

Structure (ORCA input):
```
! RIJCOSX wB97M-V def2-TZVPD def2/J DEFGRID3
* xyz 0 1
S -1.914 0.673 -0.190
C -0.500 -0.010 0.045
N 0.819 0.079 0.477
O 0.078 -1.203 -0.182
H 1.517 0.460 -0.150
*
```

Properties
Gap between HOMO and LUMO (eV): 9.74
Energy relative to the best compared isomer or geometry (same formula, charge and spin) (kcal/mol): 35.6
Highest occupied orbital energy (eV): -9.729
SMILES: S=C1NO1
F_max (eV Å⁻¹): 2.199
E (hartree): -566.77374
Lowest unoccupied orbital energy (eV): 0.012

---

Here is 2 unconnected molecules or ions with the total composition CHNOS at a distorted geometry from the OMol25 dataset. Energies are from the ωB97M-V functional and the def2-TZVPD basis.

Structure (ORCA input):
```
! RIJCOSX wB97M-V def2-TZVPD def2/J DEFGRID3
* xyz 0 1
C -0.181 0.242 0.673
N -0.210 -0.474 -1.210
O 0.951 -0.688 -1.386
S -1.489 0.792 1.308
H 0.929 0.129 0.616
*
```

Properties
Gap between HOMO and LUMO (spin up / spin down) (eV): 7.02 / 7.02
Energy relative to the best compared isomer or geometry (same formula, charge and spin) (kcal/mol): 70.2
Highest occupied orbital energy (spin up / spin down) (eV): -7.958 / -7.959
F_max (eV Å⁻¹): 3.473
E (hartree): -566.71851
Lowest unoccupied orbital energy (spin up / spin down) (eV): -0.943 / -0.943

---

Here is a single CHNOS2 molecule at a distorted geometry from the OMol25 dataset. Energies are from the ωB97M-V functional and the def2-TZVPD basis.

Structure (ORCA input):
```
! RIJCOSX wB97M-V def2-TZVPD def2/J DEFGRID3
* xyz 0 1
C 0.407 0.744 -0.100
N 1.683 0.418 -0.136
O -0.131 1.588 -0.707
S 2.997 0.547 0.607
S 4.142 -0.533 -0.371
H -0.359 -0.122 0.411
*
```

Properties
Gap between HOMO and LUMO (spin up / spin down) (eV): 7.94 / 7.94
Energy relative to the best compared isomer or geometry (same formula, charge and spin) (kcal/mol): 24.4
Highest occupied orbital energy (spin up / spin down) (eV): -9.993 / -9.993
F_max (eV Å⁻¹): 5.390
E (hartree): -964.99426
Lowest unoccupied orbital energy (spin up / spin down) (eV): -2.053 / -2.054

---

Here is a molecular structure, CHO2Tb at a distorted geometry from the OMol25 dataset. Energies are from the ωB97M-V functional and the def2-TZVPD basis.

Structure (ORCA input):
```
! RIJCOSX wB97M-V def2-TZVPD def2/J DEFGRID3
* xyz 3 8
O -0.167 1.318 0.921
C 0.534 0.684 0.086
O 0.251 -0.399 -0.403
Tb 0.390 -2.398 -1.718
H -1.008 0.794 1.114
*
```

Properties
Gap between HOMO and LUMO (spin up / spin down) (eV): 4.57 / 5.12
<S²>: 15.76
Energy relative to the best compared isomer or geometry (same formula, charge and spin) (kcal/mol): 0.0
Highest occupied orbital energy (spin up / spin down) (eV): -24.625 / -24.959
F_max (eV Å⁻¹): 9.518
E (hartree): -1012.15148
Lowest unoccupied orbital energy (spin up / spin down) (eV): -20.056 / -19.842

---

Here is a gas-phase ion, CHO3 (charge +1) at a distorted geometry from the OMol25 dataset. Energies are from the ωB97M-V functional and the def2-TZVPD basis.

Structure (ORCA input):
```
! RIJCOSX wB97M-V def2-TZVPD def2/J DEFGRID3
* xyz 1 3
C 0.067 -0.072 -0.157
O 1.530 0.293 -0.223
O -2.245 -0.327 -0.236
O -1.053 -0.181 -0.099
H 1.701 0.286 0.715
*
```

Properties
Gap between HOMO and LUMO (spin up / spin down) (eV): 7.88 / 8.62
<S²>: 2.01
Energy relative to the best compared isomer or geometry (same formula, charge and spin) (kcal/mol): 108.6
Highest occupied orbital energy (spin up / spin down) (eV): -14.702 / -19.495
F_max (eV Å⁻¹): 13.094
E (hartree): -263.64554
Lowest unoccupied orbital energy (spin up / spin down) (eV): -6.825 / -10.879

---

Here is a molecular structure, CHO3PS2 at a distorted geometry from the OMol25 dataset. Energies are from the ωB97M-V functional and the def2-TZVPD basis.

Structure (ORCA input):
```
! RIJCOSX wB97M-V def2-TZVPD def2/J DEFGRID3
* xyz -2 1
C 0.216 2.480 1.031
O -0.043 -1.132 -0.428
O 1.149 2.087 0.412
O -2.443 1.589 1.962
P -1.564 1.826 0.800
S -0.074 3.869 1.993
S -2.353 2.935 -0.609
H -0.627 -1.749 -0.908
*
```

Properties
Gap between HOMO and LUMO (eV): 5.53
Energy relative to the best compared isomer or geometry (same formula, charge and spin) (kcal/mol): 81.0
Highest occupied orbital energy (eV): 0.027
F_max (eV Å⁻¹): 1.931
E (hartree): -1402.13365
Lowest unoccupied orbital energy (eV): 5.553

---

Here is 2 unconnected molecules or ions with the total composition CHO3PS2 at a distorted geometry from the OMol25 dataset. Energies are from the ωB97M-V functional and the def2-TZVPD basis.

Structure (ORCA input):
```
! RIJCOSX wB97M-V def2-TZVPD def2/J DEFGRID3
* xyz -2 1
C 0.112 -0.310 -0.937
O 0.866 -0.424 1.566
O -1.606 0.090 1.183
O 0.153 1.839 0.690
P -0.257 0.452 0.723
S -1.564 0.632 -2.720
S 0.831 -1.668 -1.346
H 1.464 -0.611 0.841
*
```

Properties
Gap between HOMO and LUMO (spin up / spin down) (eV): 5.30 / 5.16
Energy relative to the best compared isomer or geometry (same formula, charge and spin) (kcal/mol): 69.3
Highest occupied orbital energy (spin up / spin down) (eV): 0.191 / 0.359
F_max (eV Å⁻¹): 3.290
E (hartree): -1402.15238
Lowest unoccupied orbital energy (spin up / spin down) (eV): 5.492 / 5.514

---

Here is 2 unconnected molecules or ions with the total composition CHO3PS2 at a distorted geometry from the OMol25 dataset. Energies are from the ωB97M-V functional and the def2-TZVPD basis.

Structure (ORCA input):
```
! RIJCOSX wB97M-V def2-TZVPD def2/J DEFGRID3
* xyz -2 1
C -1.238 1.238 -0.034
O 0.710 -0.976 -1.797
O -0.613 2.233 0.040
O 1.863 -0.051 0.296
P 0.325 -0.734 -0.442
S -2.738 0.823 0.080
S -0.153 -2.364 0.645
H 1.844 -0.170 1.211
*
```

Properties
Gap between HOMO and LUMO (eV): 4.83
Energy relative to the best compared isomer or geometry (same formula, charge and spin) (kcal/mol): 39.4
Highest occupied orbital energy (eV): 0.938
F_max (eV Å⁻¹): 5.715
E (hartree): -1402.19993
Lowest unoccupied orbital energy (eV): 5.770

---

Here is a molecular structure, CHO3Ru at a distorted geometry from the OMol25 dataset. Energies are from the ωB97M-V functional and the def2-TZVPD basis.

Structure (ORCA input):
```
! RIJCOSX wB97M-V def2-TZVPD def2/J DEFGRID3
* xyz 1 7
O 0.230 -0.856 -0.951
C 0.277 -0.466 0.260
O 0.447 -1.122 1.276
Ru -0.384 0.542 -2.142
O -0.126 0.846 0.336
H -0.445 1.056 1.221
*
```

Properties
Gap between HOMO and LUMO (spin up / spin down) (eV): 9.15 / 6.50
<S²>: 12.01
Energy relative to the best compared isomer or geometry (same formula, charge and spin) (kcal/mol): 0.0
Highest occupied orbital energy (spin up / spin down) (eV): -14.156 / -16.272
F_max (eV Å⁻¹): 6.625
E (hartree): -358.80195
Lowest unoccupied orbital energy (spin up / spin down) (eV): -5.008 / -9.769

---

Here is 2 unconnected molecules or ions with the total composition CI3NOS at a distorted geometry from the OMol25 dataset. Energies are from the ωB97M-V functional and the def2-TZVPD basis.

Structure (ORCA input):
```
! RIJCOSX wB97M-V def2-TZVPD def2/J DEFGRID3
* xyz 0 1
C 0.511 0.866 0.549
N -0.544 -1.272 -0.523
O -0.458 1.434 0.356
S 1.806 0.102 1.007
I -1.997 -0.795 -1.808
I -0.200 -3.317 -0.639
I -1.227 -0.283 -4.420
*
```

Properties
Gap between HOMO and LUMO (spin up / spin down) (eV): 6.36 / 6.27
Energy relative to the best compared isomer or geometry (same formula, charge and spin) (kcal/mol): 11.7
Highest occupied orbital energy (spin up / spin down) (eV): -8.833 / -8.743
F_max (eV Å⁻¹): 1.938
E (hartree): -1459.27272
Lowest unoccupied orbital energy (spin up / spin down) (eV): -2.471 / -2.469

---

Here is a molecular structure, CLiMgO3 at a distorted geometry from the OMol25 dataset. Energies are from the ωB97M-V functional and the def2-TZVPD basis.

Structure (ORCA input):
```
! RIJCOSX wB97M-V def2-TZVPD def2/J DEFGRID3
* xyz 2 2
Li 1.672 -0.902 -4.070
O 1.302 0.484 -2.903
O -1.618 -0.548 0.412
O -1.487 0.711 -0.191
C -2.726 -0.710 0.001
Mg 0.148 0.997 -1.457
*
```

Properties
Gap between HOMO and LUMO (spin up / spin down) (eV): 10.90 / 9.09
<S²>: 0.75
Highest occupied orbital energy (spin up / spin down) (eV): -21.603 / -20.778
F_max (eV Å⁻¹): 3.332
E (hartree): -470.57485
Lowest unoccupied orbital energy (spin up / spin down) (eV): -10.707 / -11.684